Entry from the Open Molecules 2025 dataset: a molecular structure, C23H29ClIrN7OS (ωB97M-V/def2-TZVPD).

```
63
Properties=species:S:1:pos:R:3:lowdin_spin:R:1
Ir 1.81 -2.34 1.76 1.5026
N 1.34 -6.58 2.28 0.2577
C 1.67 -5.32 2.06 0.1697
S 0.46 -4.05 2.36 0.3269
N 2.91 -5.07 1.62 0.2444
N 3.15 -3.79 1.50 0.3890
C 4.41 -3.38 1.00 0.3954
C 4.55 -2.02 0.82 0.0679
C 5.74 -1.42 0.35 0.1577
C 5.81 -0.05 0.21 0.0418
C 4.69 0.73 0.54 0.1499
C 3.54 0.10 0.99 0.0777
N 3.44 -1.22 1.13 0.1395
H 0.42 -6.83 2.61 0.0055
H 2.02 -7.31 2.13 0.0034
H 5.16 -4.12 0.79 0.0134
H 6.58 -2.05 0.11 0.0044
H 6.71 0.42 -0.15 -0.0012
H 4.71 1.80 0.45 0.0057
H 2.67 0.69 1.23 0.0012
C -4.19 0.78 -2.09 0.0000
C -3.30 0.28 -0.93 0.0000
C -3.95 -1.00 -0.39 0.0001
C -1.94 -0.07 -1.55 0.0000
C -3.26 1.37 0.20 0.0004
O -4.61 1.59 0.62 0.0000
C -2.70 2.78 -0.13 0.0000
C -1.22 3.17 -0.01 0.0001
C -0.31 2.86 -1.17 0.0000
C -0.56 3.35 -2.44 0.0000
C 0.26 3.04 -3.51 0.0001
C 1.37 2.23 -3.31 0.0001
Cl 2.39 1.82 -4.64 0.0000
C 1.66 1.75 -2.05 0.0009
C 0.83 2.07 -0.99 0.0002
C -2.75 0.86 1.58 0.0006
N -1.37 0.38 1.78 0.0069
C -0.83 -0.79 1.48 0.0078
N 0.41 -0.85 2.01 0.0168
C 0.55 0.37 2.63 0.0092
N -0.50 1.12 2.52 0.0000
H -4.18 0.03 -2.88 0.0000
H -3.83 1.71 -2.52 0.0000
H -5.23 0.91 -1.79 0.0000
H -4.19 -1.66 -1.22 0.0000
H -4.87 -0.79 0.15 0.0000
H -3.29 -1.57 0.28 0.0000
H -2.04 -1.00 -2.10 0.0000
H -1.14 -0.20 -0.82 0.0001
H -1.61 0.69 -2.25 0.0000
H -5.09 2.06 -0.07 0.0000
H -3.23 3.41 0.58 0.0000
H -3.07 3.07 -1.12 0.0000
H -0.79 2.77 0.91 0.0001
H -1.21 4.25 0.13 0.0000
H -1.42 3.99 -2.61 0.0000
H 0.05 3.43 -4.50 0.0000
H 2.53 1.12 -1.91 0.0010
H 1.04 1.69 0.01 0.0001
H -3.41 0.06 1.89 0.0003
H -2.86 1.67 2.29 0.0000
H -1.32 -1.57 0.93 0.0013
H 1.42 0.65 3.21 0.0011
```

<S²>: 6.0385
Highest occupied orbital energy (alpha / beta): -13.1 / -13.1 eV
2S+1: 5
Charge: +2
Orbital gap (alpha / beta): 7.216 / 3.140 eV
Largest force on an atom: 0.019 Eh/bohr
ΔE to the lowest compared entry with this formula, charge and spin: 0.0 kcal/mol
LUMO (alpha / beta): -5.90 / -9.98 eV



Entry from the Open Molecules 2025 dataset: a molecular structure, C23H29F10N8O2Sn (ωB97M-V/def2-TZVPD).

```
73
Properties=species:S:1:pos:R:3:mulliken_charge:R:1
Sn -0.01 0.04 -0.46 0.8697
N 0.09 -3.33 -2.10 -0.3041
C 1.55 -3.27 -2.17 -0.6012
C 2.18 -3.74 -0.86 -1.2784
N 2.35 -2.68 0.12 1.2023
C 1.97 -3.08 1.46 -1.3732
C 0.47 -3.09 1.71 -0.8405
N -0.06 -1.73 1.75 -0.1850
C 3.71 -2.16 0.11 -1.0039
C 4.19 -1.54 -1.19 -1.0584
N 3.35 -0.44 -1.63 -0.1951
H -0.24 -4.28 -2.23 0.2297
H -0.33 -2.77 -2.83 0.2096
H 1.84 -2.23 -2.33 0.2655
H 1.95 -3.88 -3.00 0.3162
H 3.15 -4.22 -1.07 0.4198
H 1.54 -4.52 -0.44 0.4961
H 2.40 -2.36 2.16 0.6545
H 2.38 -4.07 1.72 0.3306
H 0.31 -3.63 2.65 0.4090
H -0.05 -3.66 0.92 0.3888
H 0.59 -1.11 2.24 -0.0093
H -0.94 -1.70 2.25 0.2092
H 4.43 -2.96 0.38 0.3585
H 3.77 -1.39 0.89 0.5304
H 4.22 -2.30 -1.99 0.3210
H 5.24 -1.25 -1.01 0.4931
H 3.80 0.10 -2.36 0.2279
H 3.13 0.18 -0.85 0.0017
C -2.61 -2.14 -0.31 -1.0423
N -2.53 -0.69 -0.41 0.9217
C -3.21 -0.20 -1.63 -1.0048
C -2.19 0.16 -2.69 -1.1248
N -1.21 1.09 -2.18 -0.3798
C -1.41 2.43 -2.25 0.3074
C -2.56 3.16 -2.61 0.2936
F -3.71 2.52 -2.96 -0.4169
C -2.61 4.54 -2.61 0.0735
F -3.76 5.15 -2.96 -0.3405
C -1.52 5.30 -2.25 0.6632
F -1.58 6.64 -2.25 -0.3423
C -0.36 4.63 -1.89 0.1073
F 0.73 5.34 -1.56 -0.3365
C -0.32 3.26 -1.90 0.2620
F 0.84 2.65 -1.58 -0.4586
C -3.03 -0.02 0.79 -1.5415
C -2.46 1.38 0.89 -0.7333
N -1.00 1.37 0.92 0.4881
C -0.43 1.89 2.08 0.0443
C 0.51 2.93 2.02 -0.5733
F 0.87 3.45 0.85 -0.3236
C 1.11 3.45 3.16 0.3814
F 2.01 4.43 3.05 -0.3578
C 0.75 2.99 4.41 0.6168
F 1.31 3.51 5.51 -0.3463
C -0.20 1.99 4.51 0.2614
F -0.55 1.53 5.72 -0.3455
C -0.76 1.47 3.37 0.2500
F -1.67 0.48 3.52 -0.3982
H -3.64 -2.48 -0.14 0.3107
H -1.97 -2.48 0.51 0.0892
H -2.23 -2.59 -1.22 0.3453
H -3.80 0.69 -1.38 0.5198
H -3.92 -0.96 -2.00 0.4045
H -2.68 0.49 -3.61 0.5485
H -1.65 -0.76 -2.94 0.1850
H -2.69 -0.60 1.65 0.7238
H -4.13 -0.01 0.81 0.2518
H -2.86 1.87 1.78 0.5955
H -2.80 1.97 0.03 0.2825
O 2.02 -0.08 2.86 -0.3888
N 2.71 0.59 2.09 -0.1076
O 2.21 0.76 0.94 -0.4492
```

Highest occupied orbital energy: -4.5 eV
Charge: -1
Orbital gap: 7.084 eV
Largest force on an atom: 0.007 Eh/bohr
ΔE to the lowest compared entry with this formula, charge and spin: 0.0 kcal/mol
LUMO: 2.60 eV



Entry from the Open Molecules 2025 dataset: a molecular structure, C23H29F4N4ORuS at a distorted geometry (ωB97M-V/def2-TZVPD).

```
63
Properties=species:S:1:pos:R:3:lowdin_spin:R:1
Ru -0.55 -0.56 -1.47 3.3588
C 0.51 -1.10 -4.30 0.0182
N 1.07 -0.91 -2.92 0.1005
C 2.08 0.17 -2.90 0.0208
C 1.64 -2.23 -2.46 0.0133
C 2.00 -2.17 -0.94 0.0452
N 0.86 -1.73 -0.14 0.4538
C 0.78 -1.81 1.18 0.0350
C -0.37 -1.35 1.92 0.1242
F -1.51 -1.21 1.23 0.0537
C -0.36 -1.15 3.26 0.0006
F -1.49 -0.68 3.86 -0.0139
C 0.76 -1.35 4.02 0.1989
C 1.88 -1.88 3.36 -0.0107
F 2.98 -2.17 4.07 -0.0179
C 1.91 -2.22 2.03 0.1374
F 2.99 -2.74 1.51 0.0459
H 1.28 -1.11 -5.11 0.0048
H -0.04 -0.17 -4.54 0.0040
H -0.09 -1.97 -4.32 -0.0002
H 2.96 -0.10 -3.49 0.0044
H 2.30 0.35 -1.84 0.0041
H 1.54 1.02 -3.32 0.0013
H 2.51 -2.53 -3.05 0.0029
H 0.88 -2.97 -2.58 0.0006
H 2.83 -1.52 -0.75 0.0153
H 2.31 -3.15 -0.60 0.0088
H 0.78 -1.07 5.09 0.0083
C -3.01 -2.62 -3.30 0.0155
S -1.84 -2.65 -1.92 0.1071
C -2.83 -3.44 -0.63 0.0182
H -3.07 -3.62 -3.75 0.0034
H -2.55 -1.99 -4.06 0.0006
H -4.05 -2.20 -3.02 0.0010
H -3.49 -2.75 -0.11 0.0017
H -2.19 -3.87 0.09 0.0002
H -3.37 -4.30 -1.01 0.0026
C -0.32 3.40 2.97 0.0013
N -1.18 2.67 2.05 0.0119
N -0.74 2.27 0.78 0.0122
C -1.80 1.62 0.15 0.0180
O -1.65 1.12 -1.06 0.1668
C -2.90 1.65 1.03 0.0112
C -2.50 2.36 2.18 -0.0008
C -3.35 2.69 3.35 -0.0004
C 0.65 2.30 0.32 0.0059
C 1.70 1.64 0.98 0.0027
C 2.98 1.79 0.49 -0.0004
C 3.20 2.65 -0.61 0.0008
C 2.17 3.39 -1.17 -0.0003
C 0.86 3.19 -0.70 0.0021
H -0.63 4.44 2.92 0.0005
H 0.71 3.23 2.66 0.0001
H -0.53 2.94 3.94 0.0002
H -3.86 1.12 0.95 0.0004
H -4.13 1.99 3.45 0.0000
H -3.87 3.67 3.21 -0.0002
H -2.75 2.71 4.27 -0.0001
H 1.56 1.02 1.88 0.0002
H 3.77 1.31 1.00 0.0000
H 4.20 2.78 -0.99 0.0001
H 2.31 4.06 -2.02 0.0000
H 0.02 3.73 -1.10 0.0000
```

<S²>: 8.8098
Highest occupied orbital energy (alpha / beta): -14.1 / -14.6 eV
2S+1: 6
Charge: +2
Orbital gap (alpha / beta): 9.111 / 6.473 eV
Largest force on an atom: 0.050 Eh/bohr
ΔE to the lowest compared entry with this formula, charge and spin: 3.1 kcal/mol
LUMO (alpha / beta): -4.99 / -8.17 eV



Entry from the Open Molecules 2025 dataset: a molecular structure, C23H29GeI2MnNO at a distorted geometry (ωB97M-V/def2-TZVPD).

```
58
Properties=species:S:1:pos:R:3:lowdin_spin:R:1
Mn -0.22 -0.46 0.37 1.0093
C -0.29 2.23 3.90 0.0001
C -1.09 2.22 2.60 -0.0003
C -2.32 3.13 2.73 -0.0001
C -1.50 0.83 2.16 -0.0031
C -2.22 0.68 0.97 0.0054
C -2.68 -0.57 0.55 0.0004
C -2.40 -1.72 1.29 0.0030
C -2.82 -3.07 0.80 0.0005
C -1.68 -1.57 2.47 -0.0085
C -1.24 -0.33 2.91 0.0001
H 0.04 3.25 4.11 0.0000
H 0.59 1.60 3.84 0.0001
H -0.90 1.90 4.75 0.0000
H -0.45 2.62 1.81 -0.0001
H -3.04 2.70 3.43 0.0000
H -2.83 3.27 1.77 0.0001
H -2.03 4.11 3.10 0.0000
H -2.46 1.55 0.37 0.0007
H -3.25 -0.64 -0.36 0.0001
H -2.13 -3.42 0.03 0.0001
H -3.82 -3.04 0.36 0.0001
H -2.82 -3.80 1.61 0.0000
H -1.42 -2.45 3.05 -0.0006
H -0.67 -0.26 3.82 -0.0001
I 2.92 -4.41 1.30 -0.0005
C 2.02 -3.77 -0.45 -0.0026
C 2.37 -4.37 -1.67 0.0008
C 1.80 -3.98 -2.85 -0.0017
I 2.39 -4.93 -4.61 -0.0002
C 0.84 -2.94 -2.86 0.0004
C 0.16 -2.46 -4.00 -0.0035
C -0.76 -1.45 -3.88 0.0002
C -0.99 -0.89 -2.61 -0.0045
N -0.38 -1.31 -1.54 0.0020
C 0.51 -2.34 -1.63 0.0003
C 1.08 -2.76 -0.38 0.0015
O 0.67 -2.18 0.70 -0.0007
H 3.11 -5.16 -1.67 0.0001
H 0.37 -2.90 -4.97 -0.0002
H -1.29 -1.07 -4.74 0.0001
H -1.69 -0.07 -2.49 -0.0006
C 1.85 1.68 -2.66 0.0005
Ge 1.78 2.22 -0.78 0.0021
C 3.52 2.99 -0.32 -0.0005
C 0.45 3.65 -0.64 0.0003
C 1.41 0.71 0.33 -0.0045
H 2.22 2.50 -3.27 0.0001
H 0.86 1.40 -3.02 0.0001
H 2.52 0.83 -2.79 0.0000
H 3.76 3.84 -0.96 0.0000
H 4.30 2.23 -0.43 0.0000
H 3.52 3.33 0.72 0.0000
H 0.79 4.52 -1.21 0.0000
H 0.30 3.97 0.40 0.0000
H -0.51 3.33 -1.05 0.0001
H 1.52 1.02 1.39 0.0011
H 2.23 0.00 0.17 0.0025
```

<S²>: 1.0619
Highest occupied orbital energy (alpha / beta): -7.3 / -7.1 eV
2S+1: 2
Charge: 0
Orbital gap (alpha / beta): 7.212 / 7.024 eV
Largest force on an atom: 0.020 Eh/bohr
ΔE to the lowest compared entry with this formula, charge and spin: 20.3 kcal/mol
LUMO (alpha / beta): -0.11 / -0.11 eV



Entry from the Open Molecules 2025 dataset: a molecular structure, C23H29HfN2O6 at a distorted geometry (ωB97M-V/def2-TZVPD).

```
61
Properties=species:S:1:pos:R:3:mulliken_charge:R:1
Hf 0.37 -0.80 -0.35 1.3452
C 3.08 -1.87 1.24 -1.5584
O 2.02 -0.88 1.10 2.1893
C 2.01 0.15 2.08 0.5033
C 2.97 0.30 3.06 -0.9622
C 2.84 1.35 3.97 -0.9092
C 1.77 2.22 3.88 -0.8950
C 0.81 2.06 2.89 -0.5026
C 0.93 1.02 1.97 0.5328
N 0.01 0.77 0.91 0.0276
N -0.95 1.67 0.79 -0.7158
C -1.95 1.59 -0.05 0.5854
C -2.25 0.43 -0.87 0.3839
O -1.46 -0.65 -0.82 -0.2307
C -3.37 0.42 -1.68 -1.0592
C -4.21 1.53 -1.75 -0.8297
C -3.99 2.68 -0.98 0.6257
C -4.88 3.77 -1.04 -0.8881
C -4.68 4.88 -0.25 -0.6797
C -3.59 4.91 0.62 -0.7357
C -2.69 3.86 0.69 -0.3674
C -2.87 2.73 -0.10 0.9427
H 3.05 -2.30 2.23 0.5491
H 2.89 -2.64 0.50 0.2659
H 4.05 -1.41 1.06 0.3905
H 3.81 -0.37 3.15 0.5207
H 3.58 1.47 4.74 0.4803
H 1.67 3.03 4.59 0.4561
H -0.03 2.73 2.81 0.5066
H -3.59 -0.48 -2.25 0.5570
H -5.07 1.50 -2.40 0.4717
H -5.72 3.72 -1.73 0.4567
H -5.37 5.71 -0.30 0.4395
H -3.46 5.78 1.26 0.4566
H -1.85 3.92 1.37 0.4269
C 0.15 -3.22 2.03 -0.9426
O -0.08 -2.65 0.70 -0.4456
C -0.91 -3.51 -0.15 -0.7763
C -0.19 -3.71 -1.46 -0.4813
O 0.15 -2.39 -1.95 -0.5097
C 1.04 -2.38 -3.09 -0.6572
C 2.44 -2.10 -2.59 -0.6576
O 2.31 -1.05 -1.59 0.0386
C 3.45 -0.15 -1.59 -1.0270
H -0.80 -3.53 2.46 0.4527
H 0.81 -4.08 1.94 0.3736
H 0.59 -2.45 2.65 0.2508
H -1.07 -4.48 0.33 0.6484
H -1.87 -3.01 -0.30 0.1964
H 0.72 -4.30 -1.32 0.3885
H -0.84 -4.22 -2.18 0.4747
H 0.98 -3.32 -3.64 0.5670
H 0.70 -1.58 -3.75 0.2800
H 2.90 -2.97 -2.12 0.3005
H 3.07 -1.76 -3.41 0.5397
H 3.51 0.38 -2.54 0.3787
H 3.31 0.57 -0.78 0.2761
H 4.37 -0.71 -1.43 0.4032
O 0.54 0.97 -1.94 -0.3976
H 0.88 1.87 -1.86 0.2831
H 0.01 0.97 -2.75 0.2631
```

Highest occupied orbital energy: -16.3 eV
Charge: +3
Orbital gap: 5.801 eV
Largest force on an atom: 0.064 Eh/bohr
LUMO: -10.52 eV



Entry from the Open Molecules 2025 dataset: C23H29N3O2 in the gas phase (ωB97M-V/def2-TZVPD).

```
57
Properties=species:S:1:pos:R:3:mulliken_charge:R:1
C 0.37 0.19 4.26 -1.0535
O 0.72 -0.81 3.34 -0.3078
C 1.58 -1.80 3.76 0.8875
C 2.14 -1.88 5.02 -0.5309
C 3.01 -2.93 5.33 -0.6871
C 3.31 -3.89 4.39 -0.7436
C 2.75 -3.82 3.12 -0.4724
C 1.88 -2.79 2.80 0.1510
N 1.28 -2.66 1.55 0.0762
C 1.50 -3.33 0.40 0.2343
O 2.26 -4.26 0.26 -0.7005
C 0.61 -2.80 -0.74 0.2128
C 1.25 -3.11 -2.10 -1.6583
N 0.30 -1.40 -0.49 0.2248
C 1.39 -0.47 -0.70 -0.8126
C 1.03 0.85 -0.02 -0.8375
N -0.18 1.38 -0.63 0.1261
C -0.54 2.70 -0.13 -0.8544
C -1.49 3.41 -1.04 -0.5737
C -1.65 3.12 -2.33 -0.0741
C -2.54 3.77 -3.28 0.8551
C -2.48 3.39 -4.62 -0.4844
C -3.30 3.98 -5.57 -0.4992
C -4.20 4.96 -5.19 -0.4553
C -4.27 5.34 -3.86 -0.6070
C -3.45 4.75 -2.91 -0.4174
C -1.27 0.43 -0.45 -0.6456
C -0.90 -0.89 -1.12 -0.9037
H -0.14 -0.22 5.13 0.4411
H -0.32 0.85 3.72 0.2048
H 1.24 0.77 4.58 0.4213
H 1.92 -1.14 5.77 0.3940
H 3.44 -2.98 6.32 0.3794
H 3.98 -4.70 4.63 0.3831
H 2.98 -4.56 2.38 0.5267
H 0.64 -1.87 1.46 0.1414
H -0.33 -3.35 -0.67 0.3894
H 1.42 -4.18 -2.16 0.4610
H 0.59 -2.81 -2.91 0.4089
H 2.21 -2.61 -2.20 0.3234
H 2.30 -0.87 -0.26 0.4970
H 1.56 -0.28 -1.77 0.4777
H 1.84 1.57 -0.18 0.5211
H 0.90 0.68 1.06 0.1242
H -0.97 2.65 0.89 0.3636
H 0.38 3.29 -0.06 0.4066
H -2.03 4.23 -0.58 0.3444
H -1.05 2.31 -2.73 0.2434
H -1.77 2.62 -4.92 0.3494
H -3.23 3.67 -6.60 0.3755
H -4.84 5.42 -5.92 0.3689
H -4.98 6.10 -3.56 0.3755
H -3.53 5.06 -1.88 0.2505
H -2.17 0.84 -0.91 0.5656
H -1.47 0.25 0.62 0.1192
H -1.72 -1.61 -0.97 0.4373
H -0.77 -0.72 -2.20 0.2569
```

Highest occupied orbital energy: -8.1 eV
Charge: 0
Orbital gap: 8.738 eV
Largest force on an atom: 0.011 Eh/bohr
ΔE to the lowest compared entry with this formula, charge and spin: 58.5 kcal/mol
LUMO: 0.67 eV